1.
Formula: C4H2FNOS
Source: the Open Molecules 2025 dataset
Level of theory: ωB97M-V/def2-TZVPD

Summary:
HOMO level ... -8.85 eV
Strongest force on any atom ... 4.85 eV/Å
Gap between HOMO and LUMO ... 7.868 eV
Multiplicity ... 1
ΔE to the lowest compared entry with this formula, charge and spin ... 24.6 kcal/mol
SMILES ... Fc1cocnc1=S

Each line ends with the natural charge from an NBO analysis.
Atoms and positions in Å:
1 C -0.079 0.877 -0.036  0.285
2 C -1.426 1.066 0.232  0.091
3 C -1.685 -1.261 -0.039  0.425
4 C 0.549 -0.341 0.040  -0.054
5 H -1.753 2.063 0.541  0.235
6 H -2.418 -1.988 -0.195  0.195
7 N -0.416 -1.347 -0.231  -0.474
8 O -2.291 -0.040 0.055  -0.436
9 F 0.748 1.924 -0.237  -0.298
10 S 2.158 -0.605 0.111  0.031

---

2.
Formula: C35H53F20N4O15PS
Source: the Open Molecules 2025 dataset
Level of theory: ωB97M-V/def2-TZVPD

Summary:
HOMO level ... -8.71 eV
Strongest force on any atom ... 1.98 eV/Å
Gap between HOMO and LUMO ... 8.579 eV
Multiplicity ... 1
SMILES ... CCOCCOC[C@@H]([C@H](ON=O)O[C@H](S)CCOCC(F)(F)C(F)(F)C(F)(F)C(F)F)N(CC(=O)N(C)C)[PH2]=N.CCOC(=O)C(F)(F)F.CCOC(=O)C(F)(F)F.CCOC(=O)C(F)(F)F.CCOC(=O)C(F)(F)F

Each line ends with the Mulliken charge.
Atoms and positions in Å:
1 C -4.681 -5.157 1.070  -1.295
2 C -4.303 -3.688 1.167  0.120
3 O -3.501 -3.312 0.059  -0.418
4 C -2.622 -2.263 0.389  0.411
5 C -2.140 -1.580 -0.880  -0.817
6 O -1.959 -0.194 -0.676  -0.375
7 C -0.775 0.133 0.054  -0.905
8 C 0.005 1.087 -0.837  -0.381
9 C -0.919 2.312 -1.075  1.009
10 O -1.142 2.474 -2.490  -0.391
11 N -2.516 2.354 -2.769  0.381
12 O -2.778 2.780 -3.819  -0.455
13 O -0.355 3.468 -0.561  -0.236
14 C -1.226 4.591 -0.603  -0.121
15 S -0.165 6.072 -0.558  -0.200
16 C -2.207 4.553 0.576  -0.167
17 C -3.627 4.255 0.092  -0.638
18 O -4.485 3.913 1.164  -0.419
19 C -5.054 2.640 1.082  -1.843
20 C -4.224 1.563 1.779  1.045
21 F -4.676 0.351 1.334  -0.278
22 F -2.919 1.671 1.392  0.086
23 C -4.304 1.586 3.312  0.671
24 F -3.736 2.750 3.731  -0.300
25 F -5.614 1.601 3.696  -0.332
26 C -3.593 0.400 4.038  0.629
27 F -3.092 0.878 5.212  -0.370
28 F -2.550 -0.076 3.312  -0.100
29 C -4.486 -0.792 4.426  0.021
30 F -5.220 -1.216 3.371  -0.230
31 F -5.301 -0.472 5.451  -0.289
32 N 1.292 1.523 -0.268  1.382
33 C 2.003 0.455 0.478  -1.427
34 C 1.910 0.543 2.006  -0.280
35 O 2.089 -0.490 2.638  -0.569
36 N 1.697 1.784 2.688  0.252
37 C 0.305 2.209 2.737  -0.505
38 C 2.591 2.844 2.247  -0.720
39 P 2.336 2.042 -1.525  0.586
40 N 2.689 1.029 -2.663  -0.875
41 H -5.718 -5.329 1.331  0.347
42 H -4.476 -5.534 0.076  0.318
43 H -4.090 -5.722 1.780  0.302
44 H -3.724 -3.542 2.080  0.186
45 H -5.176 -3.043 1.259  0.248
46 H -1.775 -2.672 0.947  0.317
47 H -3.108 -1.513 1.010  -0.313
48 H -2.933 -1.685 -1.613  0.467
49 H -1.245 -2.041 -1.296  0.324
50 H -0.237 -0.784 0.267  1.079
51 H -1.092 0.590 0.983  -0.484
52 H 0.100 0.609 -1.811  0.077
53 H -1.891 2.154 -0.616  -0.364
54 H -1.769 4.661 -1.539  0.234
55 H 0.235 5.934 0.712  0.140
56 H -2.235 5.532 1.035  0.642
57 H -1.871 3.863 1.340  -0.243
58 H -3.601 3.485 -0.677  0.198
59 H -4.010 5.164 -0.365  0.480
60 H -6.038 2.681 1.537  0.508
61 H -5.186 2.288 0.062  0.535
62 H -3.824 -1.601 4.736  0.344
63 H 1.754 -0.541 0.141  0.210
64 H 3.068 0.559 0.274  1.094
65 H -0.285 1.543 3.357  0.286
66 H -0.161 2.315 1.761  -0.159
67 H 0.284 3.194 3.191  0.540
68 H 2.387 3.717 2.859  0.395
69 H 2.457 3.152 1.209  0.146
70 H 3.627 2.580 2.429  0.189
71 H 1.773 3.232 -2.010  -0.020
72 H 3.513 2.421 -0.851  0.090
73 H 2.235 0.131 -2.568  0.249
74 C 5.618 -3.383 2.244  -1.223
75 C 6.028 -2.304 1.269  0.282
76 O 5.897 -2.763 -0.097  -0.342
77 C 4.687 -2.683 -0.609  0.385
78 O 3.705 -2.285 -0.060  -0.516
79 C 4.706 -3.145 -2.075  0.837
80 F 5.414 -4.266 -2.229  -0.283
81 F 5.246 -2.208 -2.851  -0.274
82 F 3.468 -3.380 -2.505  -0.183
83 H 6.189 -4.295 2.066  0.305
84 H 5.795 -3.050 3.265  0.367
85 H 4.561 -3.628 2.137  0.363
86 H 7.076 -2.055 1.400  0.267
87 H 5.449 -1.394 1.414  0.011
88 C -5.587 3.620 -5.865  -1.081
89 C -5.453 5.123 -5.775  -0.219
90 O -6.738 5.752 -5.601  -0.314
91 C -7.197 5.786 -4.363  0.357
92 O -6.662 5.356 -3.387  -0.526
93 C -8.548 6.522 -4.335  0.919
94 F -9.336 6.129 -5.335  -0.246
95 F -8.350 7.838 -4.452  -0.259
96 F -9.179 6.295 -3.192  -0.236
97 H -6.280 3.342 -6.660  0.351
98 H -4.617 3.168 -6.069  0.346
99 H -5.971 3.205 -4.934  0.282
100 H -5.051 5.528 -6.701  0.320
101 H -4.784 5.418 -4.968  0.303
102 C 11.453 -1.182 4.172  -1.091
103 C 10.433 -1.430 5.262  -0.227
104 O 9.351 -0.479 5.187  -0.341
105 C 8.394 -0.755 4.324  0.311
106 O 8.330 -1.703 3.601  -0.482
107 C 7.300 0.324 4.398  0.944
108 F 7.826 1.547 4.445  -0.261
109 F 6.558 0.145 5.492  -0.265
110 F 6.506 0.252 3.337  -0.218
111 H 11.812 -0.154 4.213  0.314
112 H 12.300 -1.855 4.291  0.371
113 H 11.019 -1.343 3.186  0.305
114 H 10.878 -1.284 6.244  0.328
115 H 10.039 -2.444 5.223  0.308
116 C 1.595 -4.792 -4.335  -0.950
117 C 1.849 -6.133 -3.685  -0.183
118 O 0.613 -6.813 -3.386  -0.353
119 C 0.062 -7.481 -4.384  0.324
120 O 0.477 -7.581 -5.497  -0.511
121 C -1.217 -8.179 -3.890  0.931
122 F -1.955 -7.365 -3.134  -0.242
123 F -0.897 -9.250 -3.156  -0.259
124 F -1.956 -8.581 -4.913  -0.245
125 H 0.938 -4.184 -3.712  0.181
126 H 2.529 -4.261 -4.481  0.286
127 H 1.111 -4.911 -5.305  0.401
128 H 2.347 -6.003 -2.727  0.274
129 H 2.482 -6.766 -4.304  0.338